Entry 1:
This record from OMol25 describes 2 unconnected molecules or ions with the total composition C3H7S in a non-equilibrium geometry. The level of theory is ωB97M-V with the def2-TZVPD basis set.

Geometry as XYZ:
```
11
Properties=species:S:1:pos:R:3:forces:R:3
S 2.83203 -1.37745 -0.85925 -0.410 0.019 -0.626
H 2.14485 -1.48064 -2.04344 0.369 0.030 0.554
C -1.00876 -0.14615 -0.61156 -0.485 -0.048 -0.660
C -0.85718 0.34129 0.80070 1.463 1.253 2.227
C 0.35667 0.84613 1.29155 -3.206 0.233 -0.579
H -1.81762 -0.93471 -0.56307 1.345 0.206 -0.426
H -1.44978 0.58364 -1.34375 0.395 -0.131 0.810
H 0.00862 -0.43210 -1.01765 -1.244 -0.271 0.426
H -1.81041 0.21346 1.46172 2.042 0.161 -0.876
H 0.52136 1.21225 2.34878 -0.426 -0.656 -1.314
H 1.08024 1.17427 0.53597 0.159 -0.796 0.463
```
Forces are in eV/Å.

Summary:
**Lowest unoccupied orbital energy**: 0.1479 Ha
**Relative energy (zero: lowest compared OMol25 entry of this formula, charge and spin)**: 27.7 kcal/mol
**Strongest force on any atom**: 3.266 eV/A
**HOMO**: -0.0907 Ha
**Total charge**: -1
**Frontier orbital gap**: 0.23864 Ha

Löwdin population analysis, charges in e, atoms 1 to 5: -0.380 -0.474 -0.171 -0.270 -0.041

Entry 2:
This record from OMol25 describes 2 unconnected molecules or ions with the total composition C3H8 in a non-equilibrium geometry. The level of theory is ωB97M-V with the def2-TZVPD basis set.

Geometry as XYZ:
```
11
Properties=species:S:1:pos:R:3:forces:R:3
H -0.78131 -2.60080 -0.57521 0.088 0.059 -0.030
H -0.28224 -2.06696 -0.72978 -0.127 -0.127 0.032
C 1.29648 0.21101 -0.52874 0.000 0.280 -0.004
C 0.06291 0.67276 -0.34131 0.366 -1.280 -0.980
C -0.76248 0.43319 0.86362 0.293 2.197 0.681
H 1.81683 -0.36448 0.23629 -0.189 -0.007 -0.151
H 1.85040 0.43098 -1.43539 -0.024 0.055 0.114
H -0.41805 1.26363 -1.12384 0.160 -0.096 0.117
H -1.80109 0.13699 0.70662 0.201 0.003 -0.187
H -0.29296 -0.15499 1.65421 0.020 -0.061 -0.281
H -0.73816 1.51881 1.18022 -0.788 -1.023 0.690
```
Forces are in eV/Å.

Summary:
**Lowest unoccupied orbital energy**: 0.0511 Ha
**Relative energy (zero: lowest compared OMol25 entry of this formula, charge and spin)**: 42.9 kcal/mol
**Strongest force on any atom**: 2.319 eV/A
**HOMO**: -0.3483 Ha
**Frontier orbital gap**: 0.39938 Ha
**SMILES**: [H][H].C=CC

Löwdin population analysis, charges in e, atoms 1 to 5: 0.038 0.011 -0.048 -0.302 -0.139